# C4H5N3O

C4H5N3O in the gas phase at a distorted geometry (the ωB97M-V functional and the def2-TZVPD basis, the Open Molecules 2025 dataset).

Each line ends with the Löwdin charge.
CARTESIAN COORDINATES (ANGSTROEM)
N (-0.21809, -2.03362, -0.65839)  0.116
C (-0.03470, -0.76452, -0.20334)  -0.312
C (1.30520, -0.22296, -0.16862)  -0.102
N (1.60003, 0.89785, 0.39695)  0.069
N (0.56871, 1.74058, 0.47491)  0.049
C (-0.80191, 1.43763, 0.47685)  -0.488
O (-1.61136, 2.31479, 0.70657)  0.035
C (-1.06623, 0.07386, 0.11614)  0.046
H (0.55787, -2.67689, -0.64529)  0.100
H (-1.15078, -2.41836, -0.60960)  0.107
H (2.13361, -0.84235, -0.47879)  0.107
H (0.81551, 2.71015, 0.62441)  0.153
H (-2.09785, -0.21615, -0.03181)  0.120

Computed properties:
- E_HOMO (eV) = -8.808
- SMILES = Nc1cn[nH]c(=O)c1
- net charge = 0
- ΔE to the lowest compared entry with this formula, charge and spin (eV) = 1.386
- HOMO-LUMO gap (eV) = 9.21
- F_max (eV Å⁻¹) = 2.3
- total energy (Ha) = -394.91662